[1]
The following is a quantum chemistry calculation of C5H8N2 in the gas phase in a non-equilibrium geometry, from the OMol25 dataset.

Structure (ORCA input):
```
! RIJCOSX wB97M-V def2-TZVPD def2/J DEFGRID3
* xyz 0 1
C -0.1252 -0.9687 0.0640
C 0.1696 1.5083 0.0779
N 0.7107 -1.7860 -0.6563
C -0.3440 0.3825 -0.6185
C -0.6906 -1.2585 1.2435
C 0.9317 2.2867 0.7726
N -0.4104 0.5050 -1.9756
H 0.6743 -2.7766 -0.4806
H 0.8282 -1.5198 -1.6250
H -1.2140 -0.0226 -2.3207
H -1.2874 1.0542 -0.0716
H -0.4958 -2.1894 1.7579
H -1.2976 -0.5300 1.7593
H 0.5652 2.9357 1.5607
H 1.9852 2.3791 0.5125
*
```

* orbital gap (alpha / beta): 8.19 / 8.19 eV
* DFT total energy: -304.62087 Ha

***

[2]
The following is a quantum chemistry calculation of 2 unconnected molecules or ions with the total composition C5H8N2 in a non-equilibrium geometry, from the OMol25 dataset.

Structure (ORCA input):
```
! RIJCOSX wB97M-V def2-TZVPD def2/J DEFGRID3
* xyz 0 1
C -2.5969 0.5709 -0.0362
C -3.6714 1.1694 0.0564
C 0.6388 0.4074 0.0641
C -0.1388 -0.6013 -0.1709
C -0.5425 -1.9743 -0.0286
N 2.8648 1.2435 -0.2480
N 1.9497 0.4752 0.4929
H -4.6241 1.3850 -0.0780
H 0.2960 1.3573 -0.0752
H -1.2437 -2.1289 0.8524
H 0.2626 -2.4265 0.4802
H -0.9122 -2.5141 -0.9140
H 2.5018 1.2786 -1.2861
H 2.9613 2.2486 0.0887
H 2.2544 -0.4907 0.8023
*
```

* orbital gap (alpha / beta): 7.25 / 7.28 eV
* DFT total energy: -304.48983 Ha

***

[3]
The following is a quantum chemistry calculation of C5H8N2 in the gas phase, from the OMol25 dataset.

Structure (ORCA input):
```
! RIJCOSX wB97M-V def2-TZVPD def2/J DEFGRID3
* xyz 0 1
C -0.3494 -2.5933 -0.5265
C 0.0017 -1.1535 -0.2521
C -0.2919 0.0664 -0.8252
N 0.1820 1.0298 0.0696
C 0.0126 2.4742 0.1873
C 0.7374 0.3319 1.0893
N 0.6652 -0.9573 0.9382
H 0.5427 -3.2126 -0.3804
H -1.0602 -2.9069 0.2482
H -0.7892 -2.8246 -1.4995
H -0.7462 0.3361 -1.7712
H -1.0322 2.7801 0.0887
H 0.3329 2.7393 1.2000
H 0.6301 3.0488 -0.5085
H 1.1645 0.8417 1.9420
*
```

* orbital gap: 9.38 eV
* DFT total energy: -304.82530 Ha
* SMILES: Cc1cn(C)cn1

***

[4]
The following is a quantum chemistry calculation of 2 unconnected molecules or ions with the total composition C5H8N2 in a non-equilibrium geometry, from the OMol25 dataset.

Structure (ORCA input):
```
! RIJCOSX wB97M-V def2-TZVPD def2/J DEFGRID3
* xyz 0 1
C 1.3731 -0.7257 -0.7468
C -1.1333 0.8704 -0.7724
C -1.5242 -0.2884 -0.1158
C -2.9994 -0.4046 0.2740
C 3.4609 0.1236 0.4570
N -0.7876 -1.2749 0.1962
N 2.3114 -0.3454 -0.1775
H -0.1077 0.9787 -1.0735
H -1.8363 1.6449 -1.0101
H -3.0732 -0.6776 1.3233
H -3.5048 0.5399 0.1004
H -3.4623 -1.1864 -0.3220
H 3.1735 0.7733 1.2860
H 4.0668 0.6897 -0.2549
H 4.0432 -0.7175 0.8362
*
```

* orbital gap (alpha / beta): 8.75 / 7.63 eV
* DFT total energy: -304.64164 Ha

***

[5]
The following is a quantum chemistry calculation of C5H8N2 in the gas phase in a non-equilibrium geometry, from the OMol25 dataset.

Structure (ORCA input):
```
! RIJCOSX wB97M-V def2-TZVPD def2/J DEFGRID3
* xyz 0 1
N -1.5141 -0.0664 2.2911
C -1.1109 0.6724 1.4973
C -0.6187 1.5961 0.4632
C 0.7640 1.2145 -0.0896
C 0.9040 -0.2086 -0.5627
C -0.0880 -1.0996 -0.6376
N 0.0541 -2.4574 -0.9282
H -1.3642 1.6249 -0.3395
H -0.5792 2.6007 0.8980
H 1.5061 1.3800 0.7023
H 1.0055 1.9358 -0.8827
H 1.9222 -0.5452 -0.7593
H -1.1225 -0.8027 -0.4905
H -0.6989 -3.0154 -0.5494
H 0.9405 -2.8291 -0.6123
*
```

* orbital gap: 9.26 eV
* DFT total energy: -304.80325 Ha
* SMILES: N#CCC/C=C/N

***

[6]
The following is a quantum chemistry calculation of 3 unconnected molecules or ions with the total composition C5H8N2 in a non-equilibrium geometry, from the OMol25 dataset.

Structure (ORCA input):
```
! RIJCOSX wB97M-V def2-TZVPD def2/J DEFGRID3
* xyz 0 1
C 2.3249 0.0527 1.1518
N 1.1006 0.2923 0.6813
C 0.8215 0.6933 -0.6436
C -0.5025 0.7178 -0.7560
C -1.0648 0.2506 0.4746
C -2.5108 -0.2157 0.5105
N -0.1182 0.0205 1.3582
H 2.2428 -0.2544 2.2448
H 3.9009 1.7611 -2.2310
H 1.9870 -3.8681 -1.3215
H 1.5789 0.8642 -1.4055
H -1.0614 0.8167 -1.7096
H -2.9556 0.0645 -0.4533
H -3.1960 0.1403 1.2890
H -2.5104 -1.3120 0.5453
*
```

* orbital gap (alpha / beta): 8.71 / 8.72 eV
* DFT total energy: -304.49657 Ha

***

[7]
The following is a quantum chemistry calculation of C5H8N2 in the gas phase in a non-equilibrium geometry, from the OMol25 dataset.

Structure (ORCA input):
```
! RIJCOSX wB97M-V def2-TZVPD def2/J DEFGRID3
* xyz 0 1
C 1.1372 -0.8227 -1.3211
C -0.0530 -1.1154 -0.4597
C -0.9194 -0.5611 1.6508
N -0.5656 -0.2249 0.4024
C -0.7310 1.1857 0.0097
C 0.4452 2.0060 0.3259
N 1.3495 2.6888 0.5541
H 1.9056 -0.2669 -0.7661
H 0.9233 -0.2732 -2.2471
H 1.5895 -1.7732 -1.6201
H -0.3229 -2.1387 -0.2293
H -1.7631 -0.0798 2.1268
H -0.4654 -1.4491 2.0665
H -0.9445 1.2441 -1.0618
H -1.5855 1.5804 0.5689
*
```

* orbital gap (alpha / beta): 7.73 / 7.73 eV
* DFT total energy: -304.71406 Ha

***

[8]
The following is a quantum chemistry calculation of C5H8N2 in the gas phase, from the OMol25 dataset.

Structure (ORCA input):
```
! RIJCOSX wB97M-V def2-TZVPD def2/J DEFGRID3
* xyz 0 1
H -3.1220 -1.3452 -0.5750
N -2.7627 -0.4773 -0.1993
C -1.5083 -0.2328 -0.2762
C -0.2230 -0.8640 -0.6183
C 0.7642 -0.1269 -0.0295
C 2.2338 -0.4473 0.0460
N 0.2662 0.9580 0.6662
C -1.1381 1.1078 0.3164
H -0.0457 -1.8309 -1.0740
H 2.4646 -0.9060 1.0146
H 2.5186 -1.1545 -0.7366
H 2.8809 0.4347 -0.0498
H 0.8485 1.7688 0.8075
H -1.8723 1.2027 1.1211
H -1.3047 1.9131 -0.4131
*
```

* orbital gap: 8.92 eV
* DFT total energy: -304.80406 Ha
* SMILES: [H]/N=C1\C=C(C)NC1

***

Molar mass across the listed records, respectively: 96.13 96.13 96.13 96.13 96.13 96.13 96.13 96.13 g/mol.